Record 1
A molecular structure, C10H11Cl3F4GeN2Na in a non-equilibrium geometry, computed with ωB97M-V/def2-TZVPD.

Computed properties:
Multiplicity   2
Kohn-Sham gap (spin up / spin down)   7.544 / 4.803 eV
Energy relative to the best compared isomer or geometry (same formula, charge and spin)   23.5 kcal per mole
Molecular weight   437.163 g mol⁻¹
E_LUMO (spin up / spin down)   -0.3 / -3.0 eV

```
32
C10H11Cl3F4GeN2Na, DFT ωB97M-V/def2-TZVPD
Na -0.731 -0.100 -0.729
C -0.169 3.024 -1.432
N 0.652 1.863 -1.127
C 1.506 1.553 -2.262
C 1.450 2.104 0.064
C 2.066 0.826 0.651
N 1.299 -0.333 0.324
C 1.548 -1.505 0.884
C 1.139 -2.672 0.177
F 0.527 -2.500 -1.023
C 1.394 -3.946 0.621
F 1.049 -4.987 -0.146
C 2.013 -4.175 1.844
C 2.359 -3.066 2.601
F 2.898 -3.253 3.813
C 2.170 -1.777 2.142
F 2.511 -0.765 2.967
H 0.440 3.900 -1.707
H -0.782 3.285 -0.570
H -0.832 2.786 -2.264
H 2.190 2.383 -2.497
H 0.882 1.355 -3.133
H 2.094 0.667 -2.043
H 0.793 2.547 0.816
H 2.267 2.818 -0.141
H 2.199 0.986 1.727
H 3.075 0.670 0.234
H 2.206 -5.174 2.196
Cl -4.082 2.086 2.107
Ge -2.771 0.373 1.653
Cl -4.102 -1.323 2.093
Cl -3.090 0.350 -0.613
```

***

Record 2
A molecular structure, C10H11Cl3GeO2PdS4Sb in a non-equilibrium geometry, computed with ωB97M-V/def2-TZVPD.

Computed properties:
Multiplicity   2
Kohn-Sham gap (spin up / spin down)   4.927 / 4.945 eV
Net charge   -2
Energy relative to the best compared isomer or geometry (same formula, charge and spin)   59.3 kcal per mole
Molecular weight   698.613 g mol⁻¹
E_LUMO (spin up / spin down)   2.6 / 2.7 eV

```
33
C10H11Cl3GeO2PdS4Sb, DFT ωB97M-V/def2-TZVPD
Pd 1.950 -2.764 1.010
S -1.791 -3.654 2.500
Sb 0.319 -4.528 2.465
S 1.985 -3.021 3.387
S 1.137 -4.869 0.202
S 0.427 -6.513 3.598
C -2.811 3.871 -1.352
C -1.964 2.701 -0.920
C -2.478 1.414 -0.888
C -1.698 0.318 -0.527
C -2.300 -1.056 -0.520
C -0.363 0.537 -0.163
C 0.175 1.831 -0.181
C 1.615 2.076 0.184
C -0.634 2.892 -0.566
C 0.520 -0.624 0.229
O 0.619 -1.597 -0.563
O 1.179 -0.554 1.301
H -3.864 3.592 -1.404
H -2.505 4.223 -2.341
H -2.711 4.706 -0.656
H -3.516 1.252 -1.162
H -3.337 -1.026 -0.860
H -2.272 -1.496 0.478
H -1.738 -1.725 -1.169
H 1.833 1.674 1.171
H 1.841 3.144 0.177
H 2.282 1.575 -0.520
H -0.221 3.897 -0.592
Cl 4.899 -2.013 -2.495
Ge 3.726 -1.230 -0.680
Cl 5.408 0.070 0.173
Cl 4.287 -3.105 0.684
```

***

Record 3
A molecular structure, C10H11ClN2O4STc in a non-equilibrium geometry, computed with ωB97M-V/def2-TZVPD.

Computed properties:
Multiplicity   2
Kohn-Sham gap (spin up / spin down)   6.003 / 6.325 eV
Net charge   +2
Energy relative to the best compared isomer or geometry (same formula, charge and spin)   10.5 kcal per mole
Molecular weight   388.728 g mol⁻¹
E_LUMO (spin up / spin down)   -9.4 / -9.0 eV

```
30
C10H11ClN2O4STc, DFT ωB97M-V/def2-TZVPD
Tc -0.414 0.035 0.626
Cl 2.804 2.321 -5.435
C 2.281 1.915 -3.860
C 3.222 1.729 -2.841
C 2.840 1.364 -1.560
C 1.507 1.177 -1.294
O 1.114 0.830 -0.036
C 0.542 1.392 -2.293
C -0.835 1.256 -2.015
O -1.340 0.846 -0.929
C 0.944 1.773 -3.585
H 4.271 1.878 -3.068
H 3.567 1.226 -0.770
H -1.561 1.527 -2.781
H 0.205 1.944 -4.359
N -2.248 -0.496 4.020
C -1.134 0.153 3.788
N -0.074 0.028 4.557
S -1.115 1.343 2.470
H -2.355 -1.125 4.805
H -3.052 -0.348 3.428
H -0.067 -0.561 5.380
H 0.747 0.584 4.376
C -1.521 -3.137 -0.447
C -1.284 -2.897 1.007
O -1.247 -3.667 1.889
O -1.096 -1.498 1.344
H -1.783 -4.178 -0.601
H -0.600 -2.924 -1.000
H -2.318 -2.491 -0.817
```

***

Record 4
2 unconnected molecules or ions with the total composition C10H11ClN3 in a non-equilibrium geometry, computed with ωB97M-V/def2-TZVPD.

Computed properties:
Kohn-Sham gap   8.092 eV
Net charge   +1
Energy relative to the best compared isomer or geometry (same formula, charge and spin)   51.5 kcal per mole
Molecular weight   208.672 g mol⁻¹
E_LUMO   -3.1 eV

```
25
C10H11ClN3, DFT ωB97M-V/def2-TZVPD
C 4.132 0.446 -1.014
C 2.952 -0.286 -1.274
C -2.724 -0.021 0.517
C -1.328 -1.315 -1.035
C 4.254 0.572 0.344
C -3.643 -0.975 0.320
C -2.432 -2.167 -1.237
C -1.434 -0.186 -0.131
C 2.460 -0.584 -0.023
C 0.460 1.346 0.023
N 3.271 -0.113 0.957
N -3.461 -2.048 -0.447
N -0.405 0.489 0.055
Cl 1.273 -1.623 0.568
H 4.737 0.828 -1.872
H 2.390 -0.609 -2.243
H -2.831 0.829 1.178
H -0.315 -1.449 -1.576
H 5.054 0.947 0.964
H -4.548 -0.953 0.805
H -2.398 -2.944 -1.938
H 0.348 2.097 -0.721
H 1.384 1.352 0.668
H 3.027 -0.132 1.986
H -4.038 -2.876 -0.347
```